(1)
Computed, not measured: a 2-piece molecular cluster, C18H31BrCl4IN3P overall, with ωB97M-V/def2-TZVPD.

Geometry as XYZ:
```
59
Properties=species:S:1:pos:R:3:forces:R:3:nbo_charge:R:1
H 4.448789 1.015707 -0.430829 -0.510 2.580 -0.191 0.2123
H 4.851937 2.906311 -0.024365 -1.510 -1.755 -1.438 0.2461
H -3.115972 -3.853005 1.610231 -0.510 0.513 -2.248 0.2263
C -5.035382 3.631053 -3.922089 -0.289 0.399 -0.243 -0.2167
H 5.169203 -5.042478 0.902092 0.300 2.224 -1.032 0.2260
H -2.640457 -4.092252 -0.272925 -1.546 0.715 1.921 0.2372
C -3.797963 1.914412 0.110311 0.326 -1.037 0.291 -0.3793
H 2.221805 3.418844 -0.841016 0.610 -2.117 1.259 0.2270
H 0.478953 -1.361130 3.022070 1.867 0.547 -1.688 0.2196
H 1.406227 0.046158 2.132349 0.081 -2.555 0.158 0.2174
C 3.871853 -1.766826 1.390978 0.841 -0.368 1.127 -0.4284
H -4.040713 2.921415 0.702920 1.048 -2.959 -0.054 0.2915
I -2.914670 -1.774038 -1.923556 -0.404 0.096 0.822 0.1391
H 0.286855 3.818105 -1.925210 -0.756 -1.082 -0.235 0.0050
C 1.748789 1.134875 -0.976345 -0.709 0.089 2.160 -0.3077
Br 1.800262 1.184078 -2.974794 -0.053 -0.024 1.130 0.0440
H -5.188975 1.462982 -1.638512 1.162 -2.216 2.236 0.2355
P -1.021960 3.522823 -1.400985 -2.047 3.520 3.136 1.4046
Cl -4.104359 2.142021 -3.621193 -0.005 0.167 -0.332 0.0408
H 1.344292 -1.750613 -0.123510 -1.541 0.331 1.721 0.2510
H -2.165641 -1.679691 2.021326 -1.403 1.314 -1.812 0.2513
H -3.603084 -0.387167 1.824109 1.774 -1.580 -1.287 0.2637
H 2.427865 -3.049627 2.782178 0.685 2.224 -0.764 0.2220
C -2.812540 -1.061586 1.241525 -0.188 0.470 0.224 -0.2583
H -1.581099 4.278836 0.618461 0.256 0.683 -0.897 0.3741
H -4.744386 -1.813809 0.156980 2.683 -0.156 -0.008 0.2403
H -2.077203 3.547926 -2.414597 1.421 -0.728 0.268 0.0043
N -1.863309 -0.079376 0.554587 2.479 3.705 -1.882 -0.3948
H 4.645370 -3.554154 2.709997 0.803 1.539 -1.957 0.2092
H 6.494329 -3.809194 0.268320 -2.396 -0.475 0.498 0.2239
C 2.556237 2.406675 -0.326277 1.212 -0.068 -0.275 -0.4381
C -0.386094 -0.308854 0.320620 0.009 3.724 -2.486 0.2359
C -4.970625 1.210161 -0.494172 1.414 0.293 -0.550 -0.2293
H 2.319166 0.155424 -0.607846 -1.539 2.076 -0.954 0.2708
N -1.011759 1.907107 -0.639132 -0.126 -4.188 1.562 -0.6843
H 3.493792 -1.880637 0.279805 0.766 0.059 2.263 0.1934
H -0.096157 -2.545672 0.858300 1.476 1.837 -0.187 0.2442
N -1.421515 4.703026 -0.323326 0.600 -3.147 -1.020 -1.2584
Cl -6.637872 3.207695 -4.575723 0.507 0.065 0.222 0.0751
Cl -5.234618 4.525836 -2.394305 0.130 -0.253 -0.336 0.0610
C 1.295468 -1.135774 2.180999 -0.742 -0.110 -0.007 -0.4085
C 4.174221 2.156397 -0.647861 -0.565 -0.197 -0.533 -0.6368
H 3.121630 -1.420872 3.515808 -1.006 -1.280 -2.058 0.2338
H -4.448206 -4.188942 0.309804 1.994 1.112 0.280 0.2463
H -5.639732 0.426137 0.083926 0.286 3.078 -0.663 0.2244
H 2.466284 2.472660 0.858649 -0.303 -0.295 -2.644 0.2426
C -2.268935 1.299697 -0.006345 1.876 -0.591 -1.201 0.4329
C -3.424719 -3.649810 0.492050 0.100 0.038 -0.359 -0.6582
H 4.325468 2.300401 -1.808828 -0.095 -0.121 2.446 0.2312
H 6.018042 -2.377042 2.109810 -1.992 -0.982 -0.581 0.2190
C 0.187523 0.993758 -0.493131 -3.414 -3.316 2.612 0.1550
Cl -4.164625 4.648735 -5.097171 -0.202 -0.336 0.380 0.0730
C 2.688791 -1.927806 2.525827 -0.177 1.163 0.295 -0.4225
C -3.575778 -2.032743 0.157001 -1.323 -1.105 1.184 -0.3538
H 4.739414 -3.653328 -0.427788 1.147 -0.815 2.152 0.2066
C 5.027228 -2.909882 1.785875 -0.265 -0.256 -0.255 -0.4090
C 0.587604 -1.594675 0.755536 -1.297 1.273 0.083 -0.4527
H 4.439744 -0.722662 1.501509 -1.667 -2.068 -0.291 0.2184
C 5.351202 -3.935608 0.547882 0.730 0.350 0.040 -0.6390
```
Forces are in eV/Å.

Summary:
molecular weight = 669.1 g mol⁻¹
gap between HOMO and LUMO = 5.99 eV
total charge = +1

---

(2)
Computed, not measured: C46H50AuGeI2N3O as an isolated structure, with ωB97M-V/def2-TZVPD.

Geometry as XYZ:
```
104
Properties=species:S:1:pos:R:3:forces:R:3:mulliken_spin:R:1
C 9.314901 13.915552 9.839260 -0.374 0.600 0.577 0.1003
H 12.214262 12.132420 7.056001 -0.448 0.008 -0.327 0.0021
H 16.967784 17.792156 14.065887 -0.005 -0.419 -0.390 0.0003
H 6.531109 14.781095 8.066210 0.114 -0.261 -0.009 -0.0042
H 9.065700 19.176393 9.431368 0.294 -0.301 -0.169 -0.0003
H 12.451086 18.406479 12.467780 0.708 -0.326 -0.459 0.0000
C 14.808464 12.094338 12.516029 -1.489 1.800 -0.375 0.2197
C 8.014668 14.326329 9.558788 0.735 -0.537 0.853 -0.0175
C 18.892084 16.092147 8.332671 -0.191 -0.079 0.159 -0.0003
C 8.332446 13.921119 7.244298 0.755 -0.273 -0.779 -0.0232
H 16.402401 22.763062 8.356557 0.096 -0.344 0.128 0.0000
Ge 14.653178 13.926283 11.826484 -0.212 0.005 0.525 0.0139
C 10.380455 12.438582 11.608197 -0.412 -0.059 -0.100 0.0106
H 11.335027 12.285560 11.095700 -0.031 0.181 0.102 -0.0027
C 14.832764 20.888791 7.191083 0.297 0.366 0.541 -0.0001
C 10.436726 13.155064 6.197290 -0.239 -0.415 -0.001 0.0048
H 9.588069 17.714557 7.461511 0.312 0.097 -0.045 0.0019
H 19.859679 15.647590 8.079310 -0.130 0.241 0.165 0.0000
H 9.693473 11.648390 11.275649 0.249 0.031 0.123 -0.0076
H 13.981662 18.868052 8.399208 0.471 -0.330 0.348 0.0004
Au 13.688684 14.323579 9.507373 0.584 -0.493 0.227 0.0854
C 18.381508 13.640113 8.359257 -0.555 0.493 0.400 -0.0037
C 13.752654 10.338266 13.758958 -1.604 2.262 1.101 0.1810
H 14.477263 8.347160 13.367215 -0.018 0.031 0.177 0.0008
C 16.203560 14.877679 12.533292 -0.419 -0.750 -0.530 0.0547
C 16.491743 21.801323 8.868141 0.032 -0.310 0.068 0.0001
C 10.885831 18.695154 10.420647 0.498 0.148 0.524 -0.0001
H 11.781054 16.587265 7.363269 0.098 -0.070 -0.009 -0.0005
C 17.550296 12.557292 8.573255 -0.241 0.221 0.064 0.0087
C 9.738996 13.797134 11.290688 -0.779 0.574 0.468 -0.0060
C 17.388835 21.648869 9.928831 0.221 0.567 0.018 -0.0001
H 10.742958 11.154737 6.941374 0.025 -0.221 -0.038 -0.0022
H 13.440762 14.437279 12.647297 -0.018 0.057 -0.355 -0.0035
H 15.154259 21.786260 6.653676 -0.202 -0.162 0.063 0.0000
C 7.523263 14.381541 8.260259 -0.181 0.271 0.267 0.2046
H 19.400730 13.474844 8.046500 0.149 0.135 0.068 0.0001
C 11.326317 11.918173 6.432167 0.562 0.257 -0.304 0.0050
H 9.998377 15.954761 11.853890 0.321 -0.590 -0.156 -0.0023
H 16.314980 9.130296 11.904126 -0.159 0.025 0.219 0.0026
I 13.933795 7.475426 9.302493 -0.671 1.580 0.330 0.0015
H 19.026380 16.746897 9.222337 -0.168 -0.399 -0.519 0.0003
C 10.251162 13.638822 8.762787 -0.183 0.297 0.034 0.2027
H 19.557294 15.009772 12.199550 0.339 -0.117 -0.404 0.0004
C 15.684912 14.071283 9.024854 0.074 0.560 1.078 0.0159
C 12.132436 18.044276 10.418175 -0.076 -0.381 -0.906 0.0012
H 8.756627 13.841161 11.816138 0.716 -0.211 -0.001 0.0014
H 16.810428 17.172185 8.649662 0.130 0.373 -0.055 -0.0001
I 12.770145 10.038444 9.780800 0.714 -1.445 -0.308 0.0216
N 16.074865 16.536906 8.896478 0.334 -1.426 0.185 -0.0006
H 9.652082 12.817881 5.476137 0.617 0.434 0.318 0.0038
H 18.609989 16.707904 7.463843 -0.033 -0.061 0.303 0.0003
N 14.878195 18.490497 8.725153 -1.297 -0.574 -0.479 0.0008
C 17.909622 14.944293 8.564076 0.010 0.398 -0.529 0.0058
C 15.800510 19.471291 9.099098 0.789 2.032 0.526 0.0004
O 11.497885 13.489847 8.978342 -0.213 0.374 -0.107 0.3076
C 18.555459 15.326182 12.407834 0.023 -0.630 -0.355 -0.0034
C 17.096499 16.869040 13.483749 0.011 0.492 0.263 0.0029
C 17.453605 20.437490 10.601500 0.093 -0.058 -0.309 0.0000
H 11.683690 11.518266 5.460734 -0.262 0.183 0.548 0.0008
H 10.591338 19.289346 11.296177 0.279 -0.266 -0.337 -0.0001
H 13.778505 19.014001 11.458190 -0.218 -0.482 -0.070 0.0004
C 18.333720 16.583056 12.904240 -0.140 0.986 0.743 0.0073
H 10.538037 15.192408 5.313166 0.484 -0.538 0.395 -0.0025
C 10.322235 17.845923 8.252230 -0.383 0.045 0.302 -0.0033
C 16.033731 15.986629 13.334206 -0.157 1.060 0.140 -0.0092
H 10.522160 12.324610 12.688224 0.007 0.034 -0.138 0.0010
C 11.208209 14.347773 5.596728 0.179 0.053 -0.115 0.0251
C 15.626921 9.840313 12.357514 0.180 -0.183 -0.515 -0.0266
C 10.006941 18.623996 9.358013 -0.407 0.150 0.126 0.0037
H 15.082420 16.233290 13.796048 -0.030 -0.035 -0.193 0.0028
C 15.750359 11.189037 12.025527 0.721 -2.053 0.032 0.1792
C 15.711469 20.731737 8.425994 0.312 -0.803 -0.295 0.0001
C 16.237021 12.810507 8.956539 -0.153 -1.150 -0.190 0.0036
H 17.606186 13.524510 11.690542 0.295 -0.015 -0.154 -0.0013
C 9.653855 13.553558 7.437506 0.080 0.081 -0.811 0.1299
C 10.562382 15.000299 11.848400 -0.243 -0.498 -0.598 0.0232
H 16.615655 18.456961 10.804995 0.179 -0.125 0.051 -0.0003
C 16.647415 19.362164 10.213196 -0.317 0.108 -0.320 0.0005
C 12.460068 17.268709 9.276028 -0.301 0.774 0.160 0.0037
H 13.644656 17.242609 11.737352 -0.098 0.228 0.033 -0.0005
C 17.479230 14.476554 12.185511 0.314 0.055 -0.326 0.0085
H 10.829325 14.736399 12.875062 0.107 0.235 -0.039 -0.0001
H 14.914170 20.045872 6.500070 -0.079 0.009 0.178 0.0000
H 13.019986 10.043534 14.511352 0.057 -0.107 -0.341 0.0010
H 19.113908 17.351983 12.898123 -0.152 -0.489 0.261 0.0000
H 13.086141 12.392310 13.787774 0.146 -0.103 -0.031 0.0036
H 18.051946 22.491138 10.226492 -0.671 -0.748 -0.227 0.0000
N 13.692355 16.535802 9.174676 0.581 -0.049 -0.472 0.0230
H 15.598969 11.970514 9.145138 -0.283 -0.386 0.090 -0.0227
H 7.332117 14.512396 10.384748 0.218 0.171 -0.057 0.0065
C 13.817441 11.690338 13.397896 -0.005 -1.145 0.539 -0.0146
H 18.164865 20.343834 11.415657 -0.220 -0.166 0.026 0.0000
C 14.594481 9.408273 13.188258 1.900 -0.923 -1.235 0.1845
H 11.478355 15.107718 11.244710 -0.195 0.213 0.285 -0.0102
C 14.844879 17.134768 8.956348 -0.491 0.620 0.175 0.0029
H 11.703846 14.008379 4.676712 -0.100 0.119 0.183 -0.0003
H 13.790758 21.037896 7.496960 -0.018 -0.105 -0.247 0.0000
C 16.534545 15.166458 8.860363 -0.343 1.180 -0.050 0.0231
C 11.535622 17.189681 8.227553 0.386 -0.427 -0.242 0.0136
H 7.944800 13.849318 6.234304 -0.017 0.107 0.033 0.0082
H 17.923214 11.541064 8.473407 -0.193 0.161 -0.027 0.0004
C 13.074100 18.165563 11.571468 -0.414 0.629 0.905 -0.0002
H 16.546195 11.504711 11.367759 0.097 0.072 -0.003 0.0528
H 12.018336 14.689244 6.284351 -0.657 -0.144 -0.381 -0.0028
```
Forces are in eV/Å.

Summary:
2S+1 = 3
molecular weight = 1184.3 g mol⁻¹
gap between HOMO and LUMO (spin up / spin down) = 5.85 / 2.62 eV
energy above the lowest of the compared OMol25 structures with the same formula, charge and spin = 0.0000 eV
total charge = +2

---

(3)
Computed, not measured: an isolated molecule of C9H13IO2, with ωB97M-V/def2-TZVPD.

Geometry as XYZ:
```
25
Properties=species:S:1:pos:R:3:forces:R:3:nbo_charge:R:1
H 1.356720 -2.690139 -2.997297 0.091 -0.098 -0.110 0.2146
H 0.472035 -1.436615 0.308604 -0.041 0.161 0.004 0.2055
H 0.718414 3.229981 -1.170089 0.009 -0.048 -0.175 0.2338
O -1.084485 1.269314 -0.228616 0.826 0.675 -0.325 -0.4916
C 1.266812 -2.353675 -1.969289 -0.181 0.130 -0.040 -0.6030
C 0.110608 -0.717745 -0.434469 -0.673 -0.389 -0.295 0.0656
H -1.632985 -1.542792 1.540109 -0.051 -0.020 -0.074 0.2158
C -1.262189 -0.133319 -0.015917 0.000 -0.758 0.346 0.0785
H 2.218045 -1.934593 -1.652119 0.138 0.012 -0.001 0.2128
H -2.063410 -0.457457 -0.687306 0.204 0.068 0.037 0.2043
H 0.293472 3.522175 0.517609 0.017 -0.104 0.060 0.2604
C 0.815277 2.845891 -0.154394 -0.143 -0.165 -0.090 -0.6944
C -0.842986 0.178524 2.534772 -0.254 -0.346 0.531 -0.3715
C 0.151403 -1.325652 -1.840149 0.210 0.002 0.277 -0.4151
H -1.153677 -0.145990 3.528614 0.052 0.019 0.100 0.1894
I 1.273303 2.066029 3.724755 -0.187 -0.202 0.071 0.0920
C 0.235684 1.488263 -0.061301 -0.372 -1.211 2.869 0.7884
H 1.039383 -3.214253 -1.344838 0.096 -0.144 0.064 0.2034
H -2.703447 -0.148737 1.571696 -0.045 -0.105 -0.057 0.2193
H 0.309399 -0.509173 -2.547536 -0.163 -0.003 -0.030 0.2162
O 0.973145 0.418270 -0.408757 -0.034 1.128 -0.187 -0.4876
C -1.661821 -0.454301 1.428343 0.001 0.426 -0.220 -0.4363
H 1.867989 2.789413 0.108648 -0.021 0.028 0.069 0.2561
C 0.106902 1.055498 2.318458 0.600 0.906 -2.840 -0.3617
H -0.803593 -1.798918 -2.069531 -0.078 0.037 0.016 0.2052
```
Forces are in eV/Å.

Summary:
molecular weight = 280.1 g mol⁻¹
gap between HOMO and LUMO (spin up / spin down) = 7.92 / 7.93 eV
energy above the lowest of the compared OMol25 structures with the same formula, charge and spin = 1.1417 eV
total charge = 0

---

(4)
Computed, not measured: an isolated molecule of C5HClFN, with ωB97M-V/def2-TZVPD.

Geometry as XYZ:
```
9
Properties=species:S:1:pos:R:3:forces:R:3:nbo_charge:R:1
N 0.806792 -1.435435 2.259966 -0.095 0.670 -1.019 -0.2694
C -0.594680 0.233426 -0.454498 0.659 -0.216 0.429 0.4444
C 0.612792 -0.002176 0.108631 -0.385 0.243 -0.378 -0.3235
C 1.800003 0.549520 -0.473658 0.417 0.028 -0.109 -0.0436
C 2.818894 0.981733 -0.943995 -0.729 -0.218 0.360 -0.1441
C 0.714783 -0.797013 1.297806 0.040 -0.606 0.921 0.2714
H 3.709211 1.394696 -1.337718 0.208 0.062 -0.124 0.2409
Cl -2.071419 -0.339370 0.128802 -0.089 -0.035 0.022 0.0970
F -0.694820 0.958854 -1.541934 -0.025 0.072 -0.102 -0.2732
```
Forces are in eV/Å.

Summary:
molecular weight = 129.5 g mol⁻¹
gap between HOMO and LUMO = 9.51 eV
energy above the lowest of the compared OMol25 structures with the same formula, charge and spin = 0.0000 eV
total charge = 0

---

In the order shown, the computed max |F| values come out to 5.43, 2.98, 3.14, 1.22 eV/A.
In the order shown, the computed electronic energy values come out to -5921.7480, -4829.7276, -798.8004, -805.8409 Eh.